Entry 1:
96
Properties=species:S:1:pos:R:3 method="wB97M-V/def2-TZVPD" lumo_ev="-2.2 / -2.6" total_charge=+1 e_above_lowest_kj_mol=192.9 spin_multiplicity=2 gap_ha="0.2757 / 0.2630"
Ru 0.73565 -0.11139 0.41712
C -3.90563 4.52344 -0.99550
C -3.44124 3.19919 -1.59881
C -2.13279 3.40779 -2.35012
C -4.47355 2.65509 -2.58926
N -3.32721 2.21155 -0.47158
C -4.47877 1.74108 0.14898
C -4.10797 0.89844 1.12689
N -2.73001 0.85798 1.13600
B -1.76199 0.08409 2.00891
N -1.25511 0.85719 3.21574
C -1.97246 1.60412 4.12720
C -1.10935 2.03336 5.06136
N 0.15422 1.56487 4.72363
C 0.04498 0.84643 3.57872
S 1.28719 0.00937 2.71009
C 1.32900 1.93450 5.58585
C 1.43541 3.45999 5.58312
C 2.64610 1.35027 5.09616
C 1.04533 1.40269 6.99110
N -2.11139 -1.36811 2.29563
C -2.93777 -1.89818 3.26406
C -2.87503 -3.23475 3.16013
N -1.99693 -3.54287 2.12859
C -1.51770 -2.38055 1.62110
S -0.39964 -2.17723 0.30962
C -1.65527 -4.98162 1.85037
C -0.78564 -5.47034 3.00725
C -2.96827 -5.76460 1.77711
C -0.91606 -5.18064 0.53333
C -2.25483 1.66606 0.15604
S -0.57464 1.94894 -0.11651
H -4.02199 5.26295 -1.78793
H -3.17011 4.89721 -0.28219
H -4.86411 4.42056 -0.48529
H -2.35641 4.05471 -3.19930
H -1.72366 2.47159 -2.72591
H -1.37731 3.89627 -1.74114
H -4.53036 3.33174 -3.44094
H -5.47395 2.58411 -2.16530
H -4.17648 1.67060 -2.95246
H -5.46003 2.04027 -0.16454
H -4.70624 0.31095 1.80102
H -0.82989 -0.03311 1.29108
H -3.02807 1.78234 4.01855
H -1.27856 2.64237 5.92858
H 1.59186 3.82919 4.56908
H 2.28744 3.75915 6.19311
H 0.54739 3.93973 5.99403
H 2.91756 1.71352 4.10858
H 2.63400 0.26218 5.07919
H 3.41285 1.66934 5.80315
H 0.14215 1.83245 7.42348
H 1.87960 1.65706 7.64428
H 0.94037 0.31725 6.97565
H -3.48507 -1.27959 3.95367
H -3.36706 -3.99253 3.73797
H -1.30408 -5.38857 3.96340
H 0.13696 -4.89112 3.06075
H -0.52649 -6.51743 2.85038
H -3.51329 -5.77487 2.71944
H -2.74228 -6.79965 1.52449
H -3.61762 -5.35741 1.00124
H 0.08429 -4.75963 0.55074
H -1.46270 -4.75885 -0.30963
H -0.82981 -6.25640 0.37804
C 6.40928 0.19855 -4.28255
C 5.09226 0.39793 -5.01468
C 5.03098 -0.45749 -6.26938
C 3.76629 -0.15123 -7.04863
C 2.55801 -0.29139 -6.16441
C 1.32350 -0.55132 -6.71004
C 0.20145 -0.69879 -5.89698
F -0.97799 -0.94717 -6.48724
C 0.27934 -0.60704 -4.54121
C 1.52910 -0.34500 -3.96147
C 1.62475 -0.24136 -2.52065
O 0.61507 -0.34661 -1.77776
C 2.92981 -0.00579 -2.00174
C 3.99304 0.17266 -2.82301
N 3.90762 0.08891 -4.16467
C 2.67325 -0.17869 -4.75975
C 2.83560 0.04311 -0.51403
O 2.57039 1.13211 0.05502
O 2.59044 -1.07663 0.05407
H 7.21560 0.31269 -5.00556
H 6.47768 -0.80382 -3.85640
H 6.58330 0.93353 -3.49841
H 5.00212 1.44981 -5.30652
H 5.06303 -1.51319 -5.98460
H 5.91330 -0.25235 -6.87484
H 3.66645 -0.81332 -7.90870
H 3.81622 0.86968 -7.43931
H 1.21105 -0.65349 -7.78213
H -0.58613 -0.73301 -3.90626
H 4.96768 0.38618 -2.41579


Entry 2:
57
Properties=species:S:1:pos:R:3 method="wB97M-V/def2-TZVPD" lumo_ev=-5.1 total_charge=+1 gap_ha=0.2491
C 3.78150 -0.53120 3.87719
C 3.11788 -1.73375 3.58943
C 1.94912 -1.72976 2.82026
C 1.35588 -0.52150 2.39085
C 0.05358 -0.51714 1.64522
C -0.31661 -1.43615 0.64791
N -0.81544 0.47748 2.05392
C -2.07175 0.78574 1.49692
C -2.51075 2.21357 1.65450
C -3.72445 2.60179 1.07076
C -4.18614 3.91737 1.16425
C -3.44753 4.88002 1.87333
C -2.21457 4.51185 2.43251
C -1.74257 3.19636 2.31039
O -2.75748 -0.02866 0.90084
C 2.03274 0.68574 2.69135
C 3.22885 0.67971 3.42383
H 4.68543 -0.52220 4.48970
H 3.50943 -2.67617 3.97848
H 1.45421 -2.66006 2.53739
H -1.34173 -1.85715 0.77563
H 0.52751 -2.06174 0.24374
H -0.46240 1.11488 2.77561
H -4.30072 1.87067 0.51384
H -5.12745 4.19611 0.69119
H -3.82579 5.90297 1.97684
H -1.61952 5.25414 2.96727
H -0.76205 2.96647 2.71357
H 1.63986 1.63990 2.30039
H 3.72394 1.63172 3.66124
F 4.61124 1.62609 -2.38795
C 3.43613 2.28230 -2.67646
F 3.40280 3.38966 -1.87256
F 3.52983 2.71527 -3.96870
C 2.25044 1.37652 -2.46261
C 1.20015 1.77754 -1.65191
C 0.17447 0.88652 -1.38941
C 0.23387 -0.44987 -1.85289
C -0.75504 -1.37605 -1.31254
C -1.02194 -2.67382 -1.98683
C -2.33926 -3.03948 -2.33653
C -2.57521 -4.23546 -3.00896
C -1.52304 -5.10338 -3.30790
C -0.22874 -4.78941 -2.88983
C 0.02935 -3.58443 -2.23078
C 1.23088 -0.77956 -2.80010
C 2.25675 0.12013 -3.06598
H 1.17906 2.77171 -1.21019
H -0.70114 1.20962 -0.82402
H -1.69519 -0.84949 -0.99931
H -3.15877 -2.35149 -2.10612
H -3.58799 -4.47630 -3.33862
H -1.70960 -6.01577 -3.88517
H 0.59670 -5.46064 -3.11382
H 1.04224 -3.34047 -1.91211
H 1.21301 -1.73227 -3.34653
H 3.07608 -0.14849 -3.73054


Entry 3:
13
Properties=species:S:1:pos:R:3 method="wB97M-V/def2-TZVPD" lumo_ev=-0.2 total_charge=0 e_above_lowest_kj_mol=231.7 smiles="O=C[C@]1(S)CS1.O" gap_ha=0.3182
O 0.72956 -0.34604 1.93661
C -0.13033 -0.58758 1.14436
C 0.03770 -0.81127 -0.31212
S 1.67732 -0.78738 -0.84447
C -1.06554 -0.82795 -1.24346
S -1.00555 -2.54101 -0.58192
H -1.25258 -0.62975 1.27664
H 2.22680 0.10215 0.20896
H -2.06326 -0.39156 -1.06168
H -0.86796 -0.76376 -2.34407
O 0.81805 2.24274 0.50786
H 0.43847 2.91491 -0.06082
H 0.45733 2.42652 1.37411